<i>
Molecular formula: C5H14N2O
Method: DFT, wB97M-V/def2-TZVPD

```
! RIJCOSX wB97M-V def2-TZVPD def2/J DEFGRID3
* xyz 0 1
C 1.1751 -1.1285 0.7982
C -0.2863 -0.9179 1.1577
C -1.2656 -0.5409 -0.0066
N -0.3230 0.8247 -3.4262
C -0.6870 0.7569 -2.0698
C -0.6293 -0.3680 -1.3595
N 1.9130 -1.3370 2.0462
H 1.4979 -0.2666 0.2141
H 1.2845 -2.0366 0.2086
H -0.3414 -0.0741 1.8217
H -0.7171 -1.7357 1.7323
H -2.1733 -1.1398 -0.1259
H -1.7102 0.4168 0.2987
H 0.4761 0.3167 -3.7619
H -0.4782 1.7058 -3.8791
H -0.9705 1.7263 -1.6711
H -0.2950 -1.2506 -1.8997
H 2.8773 -1.5534 1.8228
H 1.8667 -0.5210 2.6459
H -0.7371 2.1768 1.1460
H -0.4613 2.6812 2.5266
O -0.0153 2.2646 1.7812
*
```

Results
LUMO level in eV: 0.739
HOMO energy in eV: -7.91
Frontier orbital gap in eV: 8.6
Structure (SMILES): N/C=C/CCCN.O

Formally, the Löwdin partial charges of the atoms, in units of the elementary charge, are as follows: C -0.30; C -0.21; C -0.19; N 0.02; C -0.21; C -0.15; N -0.01; H 0.10; H 0.11; H 0.06; H 0.10; H 0.10; H 0.08; H 0.08; H 0.07; H 0.11; H 0.11; H 0.06; H 0.06; H 0.02; H 0.04; O -0.05


<ii>
Molecular formula: C5H14N2O
Method: DFT, wB97M-V/def2-TZVPD

```
! RIJCOSX wB97M-V def2-TZVPD def2/J DEFGRID3
* xyz 0 1
N -0.9492 3.1118 1.2171
C -1.4107 2.1019 0.2859
C -0.3058 1.1182 -0.2014
N -0.7462 -0.2863 0.0891
C 1.6126 -0.9616 0.8624
C 0.2552 -1.3466 0.2008
C 0.5617 -2.0136 -1.1219
O -0.6699 -2.4660 -1.6971
H -0.3727 3.8405 0.8352
H -0.6550 2.6948 2.0832
H -1.3078 -0.5091 -0.7260
H -2.1655 1.4798 0.7660
H -1.7934 2.6055 -0.5942
H 0.5672 1.3075 0.4086
H 0.0109 1.1788 -1.2468
H -0.4769 -3.0450 -2.4375
H 1.7212 0.1025 0.9110
H 1.6180 -1.3275 1.8876
H 2.4513 -1.4446 0.3663
H -0.1810 -2.0777 0.8813
H 1.2673 -2.8196 -0.9730
H 0.9688 -1.2437 -1.7971
*
```

Results
LUMO level in eV: 0.864
HOMO energy in eV: -8.48
Frontier orbital gap in eV: 9.3
Structure (SMILES): C[C@H](CO)NCCN

Formally, the Löwdin partial charges of the atoms, in units of the elementary charge, are as follows: N -0.02; C -0.27; C -0.20; N -0.03; C -0.03; C -0.38; C -0.24; O -0.07; H 0.06; H 0.06; H 0.09; H 0.10; H 0.10; H 0.07; H 0.11; H 0.08; H 0.04; H 0.08; H 0.07; H 0.13; H 0.11; H 0.13


Result of the stability comparison: <ii> is the least stable of them.


<i>
Molecular formula: C5H14N2O
Method: DFT, wB97M-V/def2-TZVPD

```
! RIJCOSX wB97M-V def2-TZVPD def2/J DEFGRID3
* xyz 0 1
C -0.7900 -0.1917 -0.2692
C 1.9750 1.2116 1.1645
C -0.9650 -1.5208 -0.9928
C -1.0574 -0.3494 1.2198
C -1.6904 0.8887 -0.8625
N 2.1178 -0.1678 0.7684
N 2.3011 -0.3957 -0.4599
O 1.7730 0.2882 -1.3979
H 0.3090 0.2194 -0.6444
H 2.3832 -1.4081 -0.6529
H 2.9057 1.5117 1.6479
H 1.1788 1.2731 1.9028
H 1.7771 1.8919 0.3340
H -2.0103 -1.8366 -0.9793
H -0.3430 -2.2867 -0.5305
H -0.6453 -1.4313 -2.0312
H -2.0728 -0.7197 1.3849
H -0.9967 0.6019 1.7477
H -0.3760 -1.0668 1.6748
H -2.7431 0.6314 -0.7275
H -1.5285 1.8460 -0.3691
H -1.5021 1.0108 -1.9277
*
```

Results
LUMO level (alpha / beta) in eV: 0.103 / 0.102
HOMO energy (alpha / beta) in eV: -9.39 / -9.39
Frontier orbital gap (alpha / beta) in eV: 9.5 / 9.5
Structure (SMILES): C/N=[NH+]\[O-].CC(C)C

Formally, the Löwdin partial charges of the atoms, in units of the elementary charge, are as follows: C -0.51; C -0.10; C -0.10; C -0.11; C -0.09; N 0.02; N -0.18; O -0.11; H 0.11; H 0.18; H 0.08; H 0.07; H 0.08; H 0.08; H 0.07; H 0.08; H 0.08; H 0.06; H 0.07; H 0.08; H 0.07; H 0.08


<ii>
Molecular formula: C5H14N2O
Method: DFT, wB97M-V/def2-TZVPD

```
! RIJCOSX wB97M-V def2-TZVPD def2/J DEFGRID3
* xyz 0 1
N -2.0355 0.5104 -1.2059
C -2.3934 0.4605 0.2226
C -1.9501 -0.8882 0.8627
N -0.5337 -0.9169 0.7503
C 1.0189 1.3462 -0.2729
C 1.4899 -0.0069 -0.6896
C 2.5595 -0.5997 0.0164
O 3.5378 0.1589 0.5905
H -2.7972 0.2653 -1.8228
H -1.2985 -0.1855 -1.2776
H -0.0836 -1.8071 0.9585
H -3.4386 0.7137 0.3945
H -1.7402 1.1938 0.7096
H -2.4519 -0.9356 1.8416
H -2.4953 -1.6118 0.2231
H 4.1935 -0.4039 1.0145
H 0.8154 1.2932 0.7986
H 0.1217 1.6845 -0.7862
H 1.7496 2.1286 -0.5102
H 1.3562 -0.0869 -1.7677
H 1.4050 -0.8195 0.3962
H 2.9706 -1.4931 -0.4461
*
```

Results
LUMO level in eV: -0.707
HOMO energy in eV: -6.99
Frontier orbital gap in eV: 6.3

Formally, the Löwdin partial charges of the atoms, in units of the elementary charge, are as follows: N -0.03; C -0.29; C -0.38; N -0.08; C -0.10; C -0.13; C -0.25; O 0.04; H 0.05; H 0.03; H 0.00; H 0.10; H 0.08; H 0.10; H 0.09; H 0.11; H 0.08; H 0.06; H 0.10; H 0.14; H 0.13; H 0.14


Result of the stability comparison: <ii> is the least stable of them.


<i>
Molecular formula: C5H14N2O
Method: DFT, wB97M-V/def2-TZVPD

```
! RIJCOSX wB97M-V def2-TZVPD def2/J DEFGRID3
* xyz 0 1
C -0.4838 0.3846 0.1471
C 0.2143 -1.2374 -0.1485
C 0.5977 1.3977 0.4898
C 1.2064 -1.2984 -1.2870
C 0.8030 -1.7190 1.1601
N -1.4245 0.2948 1.1996
N -1.8617 1.9053 -1.2884
O -1.0190 0.5422 -1.1090
H -0.6629 -1.8289 -0.4166
H -1.6035 1.1400 1.7263
H -2.3170 -0.0815 0.9068
H -1.4222 2.3204 -2.1178
H -1.9467 2.7699 -0.7412
H 1.4120 1.3368 -0.2264
H 0.2045 2.4146 0.5031
H 0.9849 1.2185 1.4894
H 0.7514 -0.9933 -2.2250
H 2.0990 -0.7119 -1.0736
H 1.0877 -2.7733 1.1341
H 1.5899 -2.3065 -1.4665
H 1.7176 -1.1719 1.3859
H 0.0730 -1.6028 1.9578
*
```

Results
LUMO level in eV: 0.851
HOMO energy in eV: -9.13
Frontier orbital gap in eV: 10.0
Structure (SMILES): CC(C)[C@](C)(N)ON

Formally, the Löwdin partial charges of the atoms, in units of the elementary charge, are as follows: C -0.61; C -0.30; C -0.02; C -0.09; C -0.10; N 0.10; N 0.05; O -0.11; H 0.12; H 0.08; H 0.10; H 0.05; H 0.05; H 0.08; H 0.07; H 0.08; H 0.07; H 0.07; H 0.08; H 0.08; H 0.07; H 0.07


<ii>
Molecular formula: C5H14N2O
Method: DFT, wB97M-V/def2-TZVPD

```
! RIJCOSX wB97M-V def2-TZVPD def2/J DEFGRID3
* xyz 0 1
N 2.0265 0.3479 -1.2357
C 1.8415 -1.1045 -1.2358
C 1.7001 -1.6426 0.2360
N 0.5354 -1.0032 0.7350
C -1.2319 0.7516 -0.9341
C -1.0427 1.2265 0.4643
C -2.0448 0.9488 1.4310
O -3.3834 0.8541 1.1068
H 2.9909 0.6502 -1.3219
H 1.6567 0.5952 -0.3055
H 0.3538 -1.0700 1.7365
H 2.5918 -1.6250 -1.8465
H 0.8346 -1.2616 -1.6456
H 1.8039 -2.7518 0.1607
H 2.6591 -1.2986 0.6613
H -3.9168 0.6825 1.8887
H -1.4365 -0.3244 -0.8483
H -0.3714 0.9023 -1.6169
H -2.0267 1.2850 -1.4634
H -0.4972 2.1791 0.4012
H -1.1131 0.1749 1.2619
H -1.9301 1.4836 2.3704
*
```

Results
LUMO level in eV: -1.008
HOMO energy in eV: -6.87
Frontier orbital gap in eV: 5.9

Formally, the Löwdin partial charges of the atoms, in units of the elementary charge, are as follows: N -0.04; C -0.30; C -0.38; N -0.08; C -0.10; C -0.13; C -0.22; O 0.03; H 0.05; H 0.04; H -0.01; H 0.10; H 0.08; H 0.10; H 0.09; H 0.11; H 0.08; H 0.07; H 0.09; H 0.15; H 0.13; H 0.14


<iii>
Molecular formula: C5H14N2O
Method: DFT, wB97M-V/def2-TZVPD

```
! RIJCOSX wB97M-V def2-TZVPD def2/J DEFGRID3
* xyz 0 1
C -2.6583 -1.2055 0.5356
C -1.6607 -1.2755 1.7210
C -0.1726 -1.4423 1.2215
C 0.0336 -0.3547 0.0695
N 1.4657 -0.3577 -0.6825
C 2.1380 0.8439 -0.4688
N 2.6540 1.4809 -1.4452
H -2.5016 -0.3218 0.0693
H -2.3482 -2.1331 -0.0625
H -3.7166 -1.1223 0.6594
H -1.9732 -2.1351 2.3306
H -1.6593 -0.3196 2.2062
H -0.0998 -2.3949 0.6214
H 0.5396 -1.5435 2.0566
H -0.6887 -0.4960 -0.6270
H 0.0139 0.6214 0.6499
H 2.0510 -1.1224 -0.4064
H 2.1213 1.2697 0.5338
H 2.4937 1.0214 -2.4158
H 0.6767 3.1696 -1.9664
H 2.0061 4.0655 -2.0063
O 1.2856 3.7522 -2.5940
*
```

Results
LUMO level in eV: 0.880
HOMO energy in eV: -9.50
Frontier orbital gap in eV: 10.4
Structure (SMILES): [H]/N=C\NCCCC.O

Formally, the Löwdin partial charges of the atoms, in units of the elementary charge, are as follows: C -0.11; C -0.25; C -0.19; C -0.13; N -0.03; C -0.37; N 0.07; H 0.01; H 0.11; H 0.06; H 0.10; H 0.09; H 0.11; H 0.10; H 0.04; H 0.12; H 0.09; H 0.11; H 0.10; H 0.08; H 0.03; O -0.15


Result of the stability comparison: <ii> is the least stable of them.


<i>
Molecular formula: C5H14N2O
Method: DFT, wB97M-V/def2-TZVPD

```
! RIJCOSX wB97M-V def2-TZVPD def2/J DEFGRID3
* xyz 0 1
N -0.5745 -2.7823 1.5641
C -0.3268 -1.5272 0.8838
C -0.0647 -0.3198 1.8910
C -0.2065 0.9877 1.4617
C 0.1923 2.0737 2.1861
C 0.6811 -1.6165 -0.2425
N 0.2951 -1.2640 -1.6908
H -1.2118 -3.4580 1.1586
H 0.1632 -3.3233 1.8234
H -1.3540 -1.2152 0.3744
H 0.9201 -0.5080 2.2288
H -0.6554 -0.6724 2.8260
H -0.1402 1.1630 0.3078
H 0.3719 2.0793 3.2654
H 0.4243 2.9678 1.6319
H 1.0748 -2.6308 -0.3519
H 1.5016 -1.1205 0.2526
H -0.5793 -1.6106 -1.9951
H 0.2628 -0.2281 -1.8836
H -0.8759 4.5049 -4.7596
H 0.1020 4.1839 -5.9689
O -0.0001 4.3164 -4.9634
*
```

Results
LUMO level in eV: 0.919
HOMO energy in eV: -8.80
Frontier orbital gap in eV: 9.7
Structure (SMILES): C=CC[C@H](N)CN.O

Formally, the Löwdin partial charges of the atoms, in units of the elementary charge, are as follows: N 0.03; C -0.40; C -0.25; C -0.22; C 0.01; C -0.22; N 0.00; H 0.08; H 0.03; H 0.16; H 0.10; H 0.15; H 0.13; H 0.06; H 0.04; H 0.10; H 0.10; H 0.03; H 0.07; H -0.02; H 0.09; O -0.07


<ii>
Molecular formula: C5H14N2O
Method: DFT, wB97M-V/def2-TZVPD

```
! RIJCOSX wB97M-V def2-TZVPD def2/J DEFGRID3
* xyz 0 1
C 0.1831 1.0814 -0.5679
N 0.2448 1.4985 0.7949
C 2.2896 -0.8257 0.9527
O 3.0352 -0.4538 -0.0007
C -0.5191 -0.3455 -0.6805
C -1.2781 -0.6828 0.6032
C -2.5168 0.1535 0.8112
N -1.4327 -0.3007 -1.8292
H -0.4881 1.7550 -1.1092
H 1.1511 0.9586 -1.0779
H 1.2259 1.5053 1.0912
H 2.6577 -0.5787 1.9604
H 1.3311 -1.3515 1.1675
H 1.6466 -0.5776 -0.0973
H 0.2041 -1.1601 -0.9197
H -1.4384 -1.7551 0.6655
H -0.5169 -0.4686 1.3654
H -3.3782 -0.3053 0.3241
H -2.7427 0.3060 1.8647
H -2.4009 1.1191 0.3378
H -1.0492 0.3002 -2.5458
H -1.5881 -1.2374 -2.1820
*
```

Results
LUMO level in eV: -1.807
HOMO energy in eV: -7.11
Frontier orbital gap in eV: 5.3

Formally, the Löwdin partial charges of the atoms, in units of the elementary charge, are as follows: C -0.35; N 0.03; C -0.18; O 0.02; C -0.43; C -0.27; C -0.11; N 0.04; H 0.10; H 0.09; H -0.01; H 0.12; H 0.11; H 0.20; H 0.12; H 0.10; H 0.07; H 0.07; H 0.07; H 0.06; H 0.07; H 0.08


<iii>
Molecular formula: C5H14N2O
Method: DFT, wB97M-V/def2-TZVPD

```
! RIJCOSX wB97M-V def2-TZVPD def2/J DEFGRID3
* xyz 0 1
C -0.3010 1.6375 -0.7667
C 0.2456 -0.4220 -1.8740
N 1.3586 -0.8517 -1.3356
O 0.9525 2.2359 -0.6734
H 1.6325 1.5804 -0.8822
H 2.1812 -0.5330 -1.8470
H 1.3528 -0.3679 0.2781
H -1.0061 2.2468 -0.2093
H -0.7466 1.6616 -1.7638
H 0.2323 0.1094 -2.8237
H -0.6875 -0.9051 -1.6084
C -1.4746 -0.6490 1.0182
N -1.0539 -2.0373 0.8921
C -0.3993 0.4178 1.0894
C 0.9755 0.0427 1.3169
H -0.6706 -2.3821 1.7632
H -0.3318 -2.1465 0.1866
H -2.1566 -0.4131 0.1942
H -2.0901 -0.5674 1.9231
H -0.7299 1.3384 1.5543
H 1.6129 0.8587 1.6428
H 1.1042 -0.8543 1.9252
*
```

Results
LUMO level in eV: 0.787
HOMO energy in eV: -8.14
Frontier orbital gap in eV: 8.9

Formally, the Löwdin partial charges of the atoms, in units of the elementary charge, are as follows: C -0.19; C -0.15; N -0.02; O -0.10; H 0.06; H 0.06; H 0.06; H 0.07; H 0.07; H 0.08; H 0.07; C -0.29; N 0.00; C -0.17; C -0.13; H 0.06; H 0.04; H 0.10; H 0.11; H 0.10; H 0.08; H 0.08


Result of the stability comparison: <ii> is the least stable of them.


<i>
Molecular formula: C5H14N2O
Method: DFT, wB97M-V/def2-TZVPD

```
! RIJCOSX wB97M-V def2-TZVPD def2/J DEFGRID3
* xyz 0 1
C -1.2191 1.3183 -0.6975
C -1.4248 0.2429 1.5989
C -0.9495 -1.4991 -1.8799
C -0.9270 0.1146 0.1738
C -0.8175 -1.2179 -0.4118
H -1.0082 -2.0628 0.2464
H -0.6983 1.2622 -1.6509
H -2.2892 1.3753 -0.8955
H -2.5069 0.3705 1.6013
H -1.1727 -0.6431 2.1792
H -0.9027 2.2273 -0.1876
H -0.9538 1.1023 2.0768
H -0.7668 -2.5515 -2.0825
H -1.9536 -1.2565 -2.2375
H -0.2409 -0.9072 -2.4647
N 2.6543 1.0826 0.5145
N 3.5570 0.0977 0.9497
O 0.4502 -0.3498 0.1254
H 1.5877 0.6193 0.1637
H 2.3613 1.5874 1.3508
H 3.0971 -0.7088 1.3647
H 4.1236 -0.2037 0.1628
*
```

Results
LUMO level in eV: 0.722
HOMO energy in eV: -8.01
Frontier orbital gap in eV: 8.7
Structure (SMILES): C[C@H]1OC1(C)C.NN

Formally, the Löwdin partial charges of the atoms, in units of the elementary charge, are as follows: C -0.01; C -0.01; C -0.04; C -0.56; C -0.13; H 0.14; H 0.08; H 0.09; H 0.09; H 0.09; H 0.09; H 0.09; H 0.08; H 0.09; H 0.09; N -0.16; N -0.13; O -0.11; H 0.10; H 0.03; H 0.05; H 0.05


<ii>
Molecular formula: C5H14N2O
Method: DFT, wB97M-V/def2-TZVPD

```
! RIJCOSX wB97M-V def2-TZVPD def2/J DEFGRID3
* xyz 0 1
C 0.3108 -1.2315 -0.7968
C -0.2396 0.0008 1.6340
C -0.3312 -2.5307 -0.3333
C 1.8024 -1.1531 -0.5079
N 0.3362 1.1474 1.6448
H 0.1757 -1.1637 -1.8819
H -0.1718 1.9726 0.6553
H 1.2762 1.1936 2.0206
H 0.1767 -0.8805 2.1145
H -1.2727 -0.0238 1.3227
H -0.2148 -2.6815 0.7395
H 2.2130 -0.2023 -0.8536
H 2.0066 -1.2573 0.5607
H -1.3927 -2.5520 -0.5834
H 0.1360 -3.3940 -0.8153
H 2.3481 -1.9526 -1.0149
C -1.4957 3.4474 -0.5486
O -1.1320 1.2693 -1.0307
N -0.8673 2.3458 -0.3594
H -0.2853 -0.2339 -0.6186
H -1.2664 4.2945 0.0792
H -2.1121 3.5856 -1.4269
*
```

Results
LUMO level in eV: 0.370
HOMO energy in eV: -8.20
Frontier orbital gap in eV: 8.6

Formally, the Löwdin partial charges of the atoms, in units of the elementary charge, are as follows: C -0.37; C -0.04; C -0.13; C -0.13; N 0.06; H 0.10; H 0.12; H 0.10; H 0.09; H 0.10; H 0.05; H 0.07; H 0.05; H 0.07; H 0.07; H 0.07; C -0.01; O -0.22; N -0.25; H 0.06; H 0.06; H 0.07


<iii>
Molecular formula: C5H14N2O
Method: DFT, wB97M-V/def2-TZVPD

```
! RIJCOSX wB97M-V def2-TZVPD def2/J DEFGRID3
* xyz 0 1
C 0.5811 -0.2548 -0.1675
C 0.1065 1.0891 -0.1122
C 1.7912 1.6370 -0.7419
C -2.2457 -1.0448 0.3966
C 0.5217 -1.0613 -1.4360
N -0.9706 -0.5568 0.8674
N -0.6163 -1.0052 2.1636
O 2.3809 2.4986 0.1901
H 1.7542 3.1980 0.4073
H 1.3662 -0.5112 0.5364
H -1.2961 -0.6668 2.8465
H -0.6417 -2.0273 2.2148
H 0.0737 1.5610 0.8622
H -0.6028 1.4039 -0.8700
H 2.5763 0.9343 -1.0164
H 1.4848 2.1520 -1.6590
H -2.2782 -2.1470 0.3262
H -2.4392 -0.6347 -0.5972
H -3.0696 -0.7316 1.0569
H 0.2555 -2.0903 -1.1954
H 1.4890 -1.0724 -1.9410
H -0.2208 -0.6697 -2.1314
*
```

Results
LUMO level in eV: 0.927
HOMO energy in eV: -7.40
Frontier orbital gap in eV: 8.3

Formally, the Löwdin partial charges of the atoms, in units of the elementary charge, are as follows: C -0.26; C -0.10; C -0.20; C -0.15; C -0.06; N -0.29; N -0.03; O -0.09; H 0.08; H 0.13; H 0.07; H 0.06; H 0.10; H 0.10; H 0.10; H 0.09; H 0.06; H 0.07; H 0.07; H 0.08; H 0.08; H 0.08


<iv>
Molecular formula: C5H14N2O
Method: DFT, wB97M-V/def2-TZVPD

```
! RIJCOSX wB97M-V def2-TZVPD def2/J DEFGRID3
* xyz 0 1
C -0.9418 -2.4204 -1.5479
C -0.7256 -1.4298 -0.3988
C 0.1489 -0.2537 -0.7497
C 0.6074 0.6687 0.1051
N 1.3275 1.7759 -0.2942
C 1.8951 2.7875 0.5648
N -2.3026 -2.5045 -2.0838
H -0.2814 -2.1925 -2.3637
H -0.6306 -3.4046 -1.2255
H -1.7124 -1.0637 -0.0835
H -0.3918 -1.9271 0.5043
H 0.3602 -0.0913 -1.8008
H 0.4967 0.5792 1.1856
H 1.2145 2.0854 -1.2435
H 1.9084 2.4984 1.6132
H 2.9253 2.9848 0.2660
H 1.3721 3.7428 0.4367
H -2.3868 -1.9792 -2.9378
H -2.9993 -2.2195 -1.4152
H -0.5460 0.9352 3.3117
H 0.4937 0.2880 4.2277
O 0.1687 1.1404 3.9294
*
```

Results
LUMO level in eV: 0.741
HOMO energy in eV: -7.42
Frontier orbital gap in eV: 8.2
Structure (SMILES): CN/C=C/CCN.O

Formally, the Löwdin partial charges of the atoms, in units of the elementary charge, are as follows: C -0.29; C -0.22; C -0.13; C -0.17; N -0.10; C -0.11; N -0.01; H 0.09; H 0.09; H 0.10; H 0.10; H 0.09; H 0.10; H 0.12; H 0.08; H 0.07; H 0.08; H 0.05; H 0.05; H 0.03; H 0.03; O -0.06


Result of the stability comparison: <iii> is the least stable of them.